Record 1
DFT (ωB97M-V with the def2-TZVPD basis set) results for a molecular structure, C12H8HgN2O4 in a non-equilibrium geometry.

Computed properties:
- Largest force on an atom: 0.309 hartree/bohr
- Kohn-Sham gap: 7.9 eV
- Energy above the lowest of the compared OMol25 structures with the same formula, charge and spin: 8.581 eV
- HOMO: -16.720 eV
- Energy: -27885.6529 eV
- Total charge: +2

Structure (XYZ):
```
27
C12H8HgN2O4 (ωB97M-V with the def2-TZVPD basis set)
Hg 0.00 0.29 -1.38
O -3.06 0.28 -1.39
O -0.01 3.05 -2.70
O 3.05 0.29 -1.39
O -0.01 1.78 1.25
N 0.02 -1.04 0.57
N 0.00 0.29 5.96
C -1.91 0.28 -1.40
C -1.17 -0.21 2.67
C 1.18 -0.83 1.34
C 0.00 -1.40 -2.98
C -1.16 -0.85 1.34
C -0.01 2.00 -2.22
C 0.00 0.29 3.37
C -0.01 1.21 0.25
C 0.00 -0.19 -3.65
C 0.00 0.29 4.81
C 1.18 -0.19 2.68
C 1.90 0.29 -1.40
H -2.13 -0.13 3.17
H 0.92 0.21 -4.06
H 2.15 -0.95 0.89
H 2.13 -0.08 3.17
H -0.92 -1.96 -2.85
H 0.92 -1.95 -2.85
H -2.12 -0.99 0.88
H -0.92 0.21 -4.06
```

Here are the Löwdin charges for atoms 1 to 8, given in e: 1.08, 0.28, 0.30, 0.28, 0.22, -0.08, 0.24, -0.13

Record 2
DFT (ωB97M-V with the def2-TZVPD basis set) results for a single C12H19Br2N3O2 molecule.

Computed properties:
- Largest force on an atom: 0.007 hartree/bohr
- Kohn-Sham gap: 9.7 eV
- SMILES: C[C@H](Br)[C@@H](Br)[C@](C#N)(C[C@H](O)CN)[C@H](C#N)CCO
- Energy above the lowest of the compared OMol25 structures with the same formula, charge and spin: 0.000 eV
- HOMO: -9.388 eV
- Energy: -161401.1371 eV

Structure (XYZ):
```
38
C12H19Br2N3O2 (ωB97M-V with the def2-TZVPD basis set)
Br 1.45 -2.43 -2.05
Br 2.87 1.76 -1.15
O 0.09 -3.18 0.94
O -3.03 1.63 -2.44
N -0.77 -2.37 3.42
N -0.42 3.26 1.95
N 2.21 0.98 2.39
C -2.21 2.31 -1.50
C 1.53 -0.48 -2.18
C -0.31 2.56 1.06
C -0.19 1.62 -0.07
C 0.76 0.41 0.28
C 0.65 -1.97 1.42
C 0.32 0.04 -2.95
C -1.64 1.28 -0.52
C 1.85 0.12 -0.81
C 0.51 -1.83 2.94
C 1.56 0.77 1.47
C -0.07 -0.85 0.65
H -2.94 2.05 -3.30
H 0.29 2.20 -0.86
H 0.64 -3.91 1.21
H 0.44 -0.20 -4.01
H -2.27 1.25 0.37
H 1.31 -2.40 3.41
H -0.48 -1.29 -0.26
H -2.82 3.04 -0.96
H -0.92 -0.50 1.26
H -0.61 -0.42 -2.62
H -1.69 0.31 -1.01
H 2.58 -0.53 -0.33
H -0.78 -2.33 4.43
H 0.25 1.12 -2.87
H -1.40 2.85 -2.01
H 2.41 -0.31 -2.79
H 0.66 -0.78 3.21
H -1.55 -1.82 3.09
H 1.73 -1.95 1.19
```

Here are the Löwdin charges for atoms 1 to 8, given in e: 0.78, 0.82, -0.06, -0.06, 0.01, 0.19, 0.23, -0.24

Record 3
DFT (ωB97M-V with the def2-TZVPD basis set) results for 2 unconnected molecules or ions with the total composition C3H9NO3.

Computed properties:
- Largest force on an atom: 0.017 hartree/bohr
- Kohn-Sham gap: 10.6 eV
- SMILES: N[C@@H](C=O)CO.O
- Energy above the lowest of the compared OMol25 structures with the same formula, charge and spin: 1.883 eV
- HOMO: -9.973 eV
- Energy: -10888.6987 eV

Structure (XYZ):
```
16
C3H9NO3 (ωB97M-V with the def2-TZVPD basis set)
O -0.66 -1.88 -2.18
O -1.57 -1.16 0.54
O 2.28 0.96 0.78
N -0.37 0.95 -0.96
C 1.15 0.09 0.87
C -1.27 -0.10 1.03
C -0.17 0.76 0.48
H -0.01 0.14 -1.45
H -0.22 1.75 0.92
H 1.09 -0.32 1.89
H 1.31 -0.75 0.19
H 1.96 1.87 0.70
H -1.12 -1.44 -1.44
H -0.90 -2.80 -2.02
H -1.77 0.26 1.95
H 0.28 1.67 -1.28
```

Here are the Löwdin charges for atoms 1 to 8, given in e: -0.07, 0.07, -0.05, 0.07, -0.22, -0.21, -0.36, 0.05

Record 4
DFT (ωB97M-V with the def2-TZVPD basis set) results for a single C4H8ClN molecule in a non-equilibrium geometry.

Computed properties:
- Largest force on an atom: 0.055 hartree/bohr
- Kohn-Sham gap: 10.5 eV
- SMILES: C[C@@H]1[C@H](C)N1Cl
- Energy above the lowest of the compared OMol25 structures with the same formula, charge and spin: 2.273 eV
- HOMO: -9.532 eV
- Energy: -18287.4992 eV

Structure (XYZ):
```
14
C4H8ClN (ωB97M-V with the def2-TZVPD basis set)
Cl 3.41 0.06 0.25
N 1.69 -0.03 0.61
C 0.82 0.77 -0.40
C -0.28 1.59 0.18
C 0.89 -0.72 -0.40
C -0.21 -1.59 0.18
H -0.09 -2.52 -0.31
H 0.11 -1.81 1.31
H -0.30 1.46 1.27
H 1.26 1.37 -1.23
H 1.55 -1.02 -1.14
H -0.44 2.64 -0.16
H -1.30 -1.18 0.20
H -1.21 1.11 -0.24
```

Here are the Löwdin charges for atoms 1 to 8, given in e: 0.54, -0.41, -0.34, -0.08, -0.40, -0.05, 0.04, 0.13

Record 5
DFT (ωB97M-V with the def2-TZVPD basis set) results for a molecular structure, C2HGdLiO2 in a non-equilibrium geometry.

Computed properties:
- Largest force on an atom: 0.085 hartree/bohr
- Kohn-Sham gap (alpha / beta): 8.6 / 4.8 eV
- Energy above the lowest of the compared OMol25 structures with the same formula, charge and spin: 5.472 eV
- <S²>: 15.772
- HOMO (alpha / beta): -22.737 / -20.117 eV
- Energy: -27183.9697 eV
- Spin multiplicity: 8
- Total charge: +3

Structure (XYZ):
```
7
C2HGdLiO2 (ωB97M-V with the def2-TZVPD basis set)
Gd 1.75 2.49 -0.36
O 0.15 0.92 -0.43
O -0.52 -1.80 1.87
C 0.22 -0.43 -0.29
C -0.38 -1.16 0.92
Li -1.80 1.01 -0.58
H 0.59 -1.02 -1.14
```

Atomic charges from the Löwdin analysis, expressed in e, are listed below: 1.93, -0.47, 0.42, -0.09, 0.14, 0.90, 0.17

Record 6
DFT (ωB97M-V with the def2-TZVPD basis set) results for a single C4H12N4 molecule in a non-equilibrium geometry.

Computed properties:
- Largest force on an atom: 0.035 hartree/bohr
- Kohn-Sham gap: 8.9 eV
- SMILES: C/C(=N\N(C)C)NN
- Energy above the lowest of the compared OMol25 structures with the same formula, charge and spin: 2.508 eV
- HOMO: -7.835 eV
- Energy: -10300.7633 eV

Structure (XYZ):
```
20
C4H12N4 (ωB97M-V with the def2-TZVPD basis set)
N -1.45 0.12 -0.15
N 2.31 -1.43 0.08
N -0.13 -0.40 -0.27
N 2.08 -0.03 0.18
C 0.73 1.93 -0.36
C 0.82 0.46 -0.12
C -1.70 0.21 1.28
C -2.40 -0.78 -0.81
H 1.38 2.51 0.29
H -1.15 1.05 1.73
H 1.07 1.98 -1.42
H -2.12 -0.75 -1.87
H 1.54 -1.92 -0.38
H -1.47 -0.71 1.91
H 2.34 -1.83 0.97
H -2.31 -1.80 -0.34
H -0.31 2.25 -0.29
H -3.37 -0.36 -0.57
H -2.78 0.43 1.39
H 2.84 0.47 -0.30
```

Here are the Löwdin charges for atoms 1 to 8, given in e: -0.32, 0.01, 0.05, -0.05, -0.02, -0.43, -0.12, -0.10

Record 7
DFT (ωB97M-V with the def2-TZVPD basis set) results for 3 unconnected molecules or ions with the total composition C5H12O2 in a non-equilibrium geometry.

Computed properties:
- Largest force on an atom: 0.062 hartree/bohr
- Kohn-Sham gap: 10.5 eV
- Energy above the lowest of the compared OMol25 structures with the same formula, charge and spin: 4.468 eV
- HOMO: -9.760 eV
- Energy: -9470.6681 eV

Structure (XYZ):
```
19
C5H12O2 (ωB97M-V with the def2-TZVPD basis set)
O 1.28 0.64 -0.56
O -0.76 2.33 0.58
C -1.78 -1.30 0.18
C -1.31 1.07 0.90
C 2.60 0.33 -0.71
C 0.52 -0.41 -0.16
C -0.97 -0.05 -0.13
H -1.54 -1.69 1.18
H 1.22 -1.48 -1.16
H 3.21 1.23 -0.97
H -1.01 0.73 1.91
H 0.89 -0.89 0.76
H -2.40 1.22 0.92
H 3.16 -0.26 0.02
H -1.57 -2.09 -0.55
H -1.24 0.35 -1.12
H 0.18 2.19 0.37
H -2.86 -1.09 0.15
H 2.37 -0.82 -1.60
```

Here are the Löwdin charges for atoms 1 to 8, given in e: -0.23, -0.06, -0.08, -0.24, -0.14, -0.22, -0.34, 0.08

Record 8
DFT (ωB97M-V with the def2-TZVPD basis set) results for a gas-phase ion, C4H11N2O2 (charge -1) in a non-equilibrium geometry.

Computed properties:
- Largest force on an atom: 0.060 hartree/bohr
- Kohn-Sham gap: 6.5 eV
- SMILES: NC[C@H](CO)NC[O-]
- Energy above the lowest of the compared OMol25 structures with the same formula, charge and spin: 3.589 eV
- HOMO: -2.730 eV
- Energy: -11400.4595 eV
- Total charge: -1

Structure (XYZ):
```
19
C4H11N2O2 (ωB97M-V with the def2-TZVPD basis set)
O 0.48 -1.66 -1.81
O 0.92 2.15 1.35
N 0.84 -1.08 0.53
N -2.48 0.57 0.05
C 1.33 -1.66 -0.81
C 0.79 1.28 0.21
C -1.25 -0.12 -0.51
C -0.11 0.08 0.48
H -0.51 -0.02 1.48
H -2.84 1.24 -0.62
H -1.06 0.38 -1.45
H -2.26 1.14 0.85
H 2.25 -1.05 -1.00
H 0.40 -1.82 1.06
H 1.17 1.56 2.07
H -1.50 -1.14 -0.77
H 1.67 -2.66 -0.45
H 0.39 1.91 -0.58
H 1.78 0.91 -0.08
```

Here are the Löwdin charges for atoms 1 to 8, given in e: -0.30, -0.10, -0.06, -0.03, -0.56, -0.21, -0.23, -0.34

Record 9
DFT (ωB97M-V with the def2-TZVPD basis set) results for a single C4H4N2 molecule in a non-equilibrium geometry.

Computed properties:
- Largest force on an atom: 0.023 hartree/bohr
- Kohn-Sham gap: 11.1 eV
- SMILES: C#C[C@H](N)C#N
- Energy above the lowest of the compared OMol25 structures with the same formula, charge and spin: 2.425 eV
- HOMO: -10.438 eV
- Energy: -7190.2635 eV

Structure (XYZ):
```
10
C4H4N2 (ωB97M-V with the def2-TZVPD basis set)
N -1.26 -0.80 -0.44
N -1.14 2.64 0.14
C -0.79 1.54 0.08
C 2.18 -0.40 0.03
C 1.03 -0.12 0.20
C -0.43 0.13 0.32
H 3.22 -0.63 -0.11
H -0.73 0.10 1.38
H -1.03 -1.75 -0.17
H -1.05 -0.73 -1.43
```

Here are the Löwdin charges for atoms 1 to 8, given in e: 0.05, 0.16, -0.18, 0.13, -0.09, -0.41, 0.03, 0.15

Record 10
DFT (ωB97M-V with the def2-TZVPD basis set) results for a molecular structure, C22H30InN2O11 in a non-equilibrium geometry.

Computed properties:
- Largest force on an atom: 0.240 hartree/bohr
- Kohn-Sham gap: 6.8 eV
- Energy above the lowest of the compared OMol25 structures with the same formula, charge and spin: 14.731 eV
- HOMO: -5.024 eV
- Energy: -53958.0219 eV
- Total charge: -1

Structure (XYZ):
```
66
C22H30InN2O11 (ωB97M-V with the def2-TZVPD basis set)
In 0.34 0.60 0.03
O -3.71 1.35 -4.43
O -0.64 -0.19 -1.34
O -0.07 0.73 1.91
O 1.29 -0.38 -1.53
O -0.26 2.42 -0.34
O 1.87 -0.87 0.50
O -1.07 -2.89 4.63
O -0.82 2.38 1.68
O 0.00 -2.19 -0.37
O -2.95 4.11 -3.66
O 1.39 -4.32 3.48
N 2.73 0.63 0.83
N -2.04 0.01 0.53
C -2.50 3.04 -3.07
C -0.48 3.75 1.73
C -1.00 2.19 -1.32
C -2.48 0.68 1.78
C 0.83 -0.59 -2.85
C -1.67 3.25 -2.00
C 1.38 -1.33 1.52
C 0.23 -0.43 2.27
C -2.78 1.62 -3.52
C -1.49 -2.23 -0.47
C 3.28 0.50 -0.49
C -2.25 2.15 1.72
C 1.61 -2.68 2.01
C -0.56 -1.19 3.35
C 2.64 -0.67 -1.29
C 0.96 -3.13 3.14
C -2.14 -1.41 0.72
C -2.14 0.52 -2.98
C 4.80 0.49 -0.34
C -1.24 0.72 -1.88
C 0.61 -3.09 -1.30
C -0.21 -2.40 3.77
H -1.47 4.24 -1.63
H 0.57 3.83 1.44
H -2.83 0.08 -0.10
H 0.35 -3.01 -2.36
H 0.75 0.25 -3.54
H -1.62 -1.70 -1.41
H 3.00 1.35 -1.10
H -2.08 0.34 2.74
H 5.07 -0.45 0.16
H 1.47 -1.33 -3.33
H 5.23 0.50 -1.34
H 2.48 -3.16 1.58
H 3.39 1.20 1.33
H -1.86 -3.25 -0.52
H 1.69 -3.08 -1.23
H 2.65 -0.24 1.33
H 2.76 -1.62 -0.76
H 3.15 -0.75 -2.25
H -1.70 -1.82 1.63
H -0.16 -1.04 -2.73
H -1.46 -0.83 3.84
H -2.43 -0.51 -3.13
H -0.58 4.24 2.70
H 5.18 1.24 0.35
H 0.35 -4.13 -1.09
H -1.07 4.31 1.01
H -2.83 2.60 0.92
H -3.55 0.50 1.83
H -3.22 -1.47 0.62
H -2.72 2.51 2.64
```

Here are the Löwdin charges for atoms 1 to 8, given in e: 0.86, -0.04, -0.27, -0.09, -0.23, -0.04, -0.28, -0.04

Record 11
DFT (ωB97M-V with the def2-TZVPD basis set) results for 2 unconnected molecules or ions with the total composition C7H16N2.

Computed properties:
- Largest force on an atom: 0.014 hartree/bohr
- Kohn-Sham gap: 9.8 eV
- SMILES: CNC(C)(C)C.CC#N
- Energy above the lowest of the compared OMol25 structures with the same formula, charge and spin: 0.781 eV
- HOMO: -9.051 eV
- Energy: -10498.4768 eV

Structure (XYZ):
```
25
C7H16N2 (ωB97M-V with the def2-TZVPD basis set)
N 0.02 -0.40 0.49
N 3.08 1.40 2.66
C 3.06 1.00 1.59
C -2.44 -0.05 0.21
C -1.03 0.13 -0.38
C -0.74 1.62 -0.55
C 3.02 0.49 0.25
C -0.95 -0.56 -1.75
C 0.02 -1.82 0.79
H -2.50 0.42 1.19
H 0.18 -2.38 -0.13
H -1.49 2.08 -1.19
H -0.91 -2.18 1.25
H 3.26 1.29 -0.45
H -0.01 0.12 1.37
H -2.69 -1.10 0.31
H 3.74 -0.32 0.14
H 0.24 1.77 -1.01
H 0.84 -2.02 1.47
H -1.30 -1.59 -1.69
H 2.01 0.12 0.06
H -0.75 2.13 0.41
H -1.58 -0.03 -2.46
H -3.17 0.42 -0.44
H 0.07 -0.55 -2.11
```

Here are the Löwdin charges for atoms 1 to 8, given in e: -0.11, 0.12, -0.31, -0.05, -0.65, -0.05, -0.08, -0.05

Record 12
DFT (ωB97M-V with the def2-TZVPD basis set) results for a molecular structure, C28H47BrNP3V in a non-equilibrium geometry.

Computed properties:
- Largest force on an atom: 0.091 hartree/bohr
- Kohn-Sham gap (alpha / beta): 7.4 / 8.0 eV
- Energy above the lowest of the compared OMol25 structures with the same formula, charge and spin: 0.024 eV
- <S²>: 3.775
- HOMO (alpha / beta): -13.900 / -14.385 eV
- Energy: -154869.1214 eV
- Spin multiplicity: 4
- Total charge: +2

Structure (XYZ):
```
81
C28H47BrNP3V (ωB97M-V with the def2-TZVPD basis set)
Br 0.54 -6.05 3.21
V -0.02 -0.27 0.96
P 2.14 -0.78 0.01
P -0.48 0.77 2.99
P -0.44 1.60 -0.38
N -4.64 0.06 -4.42
C -1.38 2.36 3.07
C 3.30 -1.01 1.42
C -4.42 0.06 -2.05
C -0.89 2.15 -3.18
C 0.97 4.07 -0.92
C -2.15 2.25 -0.29
C 4.39 -2.05 1.21
C -0.11 1.31 -2.18
C -2.34 3.75 -0.52
C -1.81 -1.43 -0.02
C -3.45 -0.53 -4.56
C -1.52 -2.54 0.88
C 4.51 0.27 -1.19
C -3.13 -0.54 -2.16
C 2.99 0.36 -1.16
C 0.15 -3.40 2.47
C 1.97 -2.38 -0.87
C -0.43 -2.35 1.75
C -0.41 -4.65 2.31
C -1.53 -0.32 4.01
C 3.12 -2.74 -1.81
C -2.15 -3.79 0.87
C 0.95 1.03 4.10
C 0.72 2.97 0.11
C -1.58 -4.86 1.57
C -5.13 0.32 -3.22
C -2.65 -0.84 -3.46
C -2.38 -0.90 -1.02
H 5.09 -1.77 0.42
H 4.95 0.47 -0.21
H 2.89 -3.69 -2.31
H -0.58 1.85 -4.20
H -2.03 -5.85 1.53
H -1.20 -1.36 3.94
H 4.89 1.04 -1.88
H 1.70 4.78 -0.51
H -1.47 0.03 5.04
H 2.69 -1.28 2.30
H -0.68 3.22 -3.08
H -0.04 -1.34 2.22
H -4.86 0.30 -1.08
H -2.75 1.66 -1.00
H -6.14 0.75 -3.16
H 2.68 1.38 -0.88
H 1.39 3.69 -1.86
H -3.40 4.01 -0.34
H 1.81 -3.16 -0.12
H 0.99 -3.22 3.13
H 3.98 -3.04 0.99
H -1.69 -1.33 -3.62
H 2.57 0.16 -2.16
H 3.74 -0.02 1.63
H -1.39 2.69 4.12
H 1.03 -2.32 -1.44
H -0.31 0.24 -2.35
H 0.33 3.39 1.04
H 4.85 -0.70 -1.57
H -2.55 1.98 0.70
H 1.48 1.95 3.81
H -2.57 -0.27 3.66
H 1.64 0.17 4.04
H -1.97 1.97 -3.13
H 3.26 -2.00 -2.60
H 4.07 -2.88 -1.28
H -3.08 -3.92 0.31
H 1.68 2.50 0.38
H 0.97 1.44 -2.34
H -2.12 4.03 -1.56
H 0.57 1.10 5.13
H -0.89 3.13 2.45
H 0.05 4.64 -1.14
H -3.12 -0.77 -5.57
H -2.41 2.24 2.71
H -1.74 4.36 0.16
H 4.98 -2.15 2.13
```

Here are the Löwdin charges for atoms 1 to 8, given in e: 0.81, 0.22, 0.92, 0.76, 0.89, 0.10, -0.23, -0.38